No. 1
18
Properties=species:S:1:pos:R:3:forces:R:3 method="wB97M-V/def2-TZVPD" total_charge=+1 e_tot_ev=-8332.6440 spin_multiplicity=1 orbital_gap_ev=10.85 lumo_ev=-3.0 relative_energy_kcal_mol=103.20 homo_energy_ha=-0.5090 smiles=C[C@H]1[NH2+][C@@]12CN2C
C -1.17281 1.85378 1.08614 1.06 -1.56 1.51
C -0.54462 0.43281 1.05080 -1.52 2.07 -0.30
N -1.38379 -0.67512 0.33801 0.48 2.52 0.02
C -0.07834 -0.20671 -0.12010 0.53 -0.17 -5.29
C 0.43016 0.09832 -1.69230 -3.74 -4.03 1.70
N 0.72226 -1.05406 -0.82748 -0.37 0.65 -1.81
C 2.01833 -1.43957 -0.47820 -0.20 -1.24 1.20
H -1.54725 2.24816 0.20697 -0.81 0.16 -2.10
H -0.58253 2.64378 1.48558 1.77 0.21 0.03
H -1.89147 1.92020 1.85907 -1.46 -0.66 0.58
H -0.33434 -0.00640 1.96056 1.02 -0.36 2.04
H -1.39991 -1.54454 0.77444 -0.36 -1.81 0.79
H -2.16082 -0.33082 -0.14862 -1.54 0.10 -0.71
H -0.09668 -0.21573 -2.66096 0.38 1.02 1.77
H 1.01053 0.93052 -1.63314 2.05 2.14 -0.21
H 2.64320 -0.63939 -0.60099 1.95 2.44 1.04
H 1.82797 -1.88339 0.48204 1.24 -0.03 0.84
H 2.54011 -2.13185 -1.08183 -0.49 -1.44 -1.10

***

No. 2
96
Properties=species:S:1:pos:R:3:forces:R:3 method="wB97M-V/def2-TZVPD" total_charge=-3 e_tot_ev=-63608.2992 spin_multiplicity=1 orbital_gap_ev=2.20 lumo_ev=4.3 relative_energy_kcal_mol=0.00 homo_energy_ha=0.0761
Ba -0.11440 0.17002 -0.19367 0.69 1.57 3.07
C 4.43567 -0.66943 0.16583 -0.06 1.39 -1.04
C 3.27459 -0.79150 1.17677 -1.30 -1.20 0.50
C 3.72712 -1.32828 2.53989 0.80 -0.08 0.63
O 2.40168 0.20048 1.31898 0.33 -0.03 -1.18
H 4.99845 -1.58395 -0.06302 0.03 -0.11 0.40
H 5.12201 0.17686 0.31902 0.12 -0.23 0.61
H 3.96835 -0.34691 -0.77686 -0.09 -0.23 0.02
H 2.74151 -1.71073 0.74542 0.02 -0.48 -0.23
H 2.90745 -1.72350 3.14363 -0.30 0.11 -0.31
H 4.13711 -0.50707 3.13900 0.12 0.03 -0.12
H 4.48584 -2.13043 2.46585 0.05 0.08 -0.08
C -3.72525 1.08918 2.94272 0.70 0.49 1.85
C -4.09367 1.94566 4.03808 -0.20 0.25 -0.35
C -3.02132 2.29509 5.14456 1.03 0.59 -0.82
O -3.30554 3.16829 5.97632 -0.53 -0.32 0.49
C -1.71014 1.77871 4.96119 -1.37 -0.29 0.48
C -1.37742 0.93103 3.90193 1.30 0.54 0.23
C -2.42023 0.60111 2.87228 -1.91 -0.82 -2.19
O -2.13367 -0.12890 1.85239 1.07 -0.08 -0.17
O -0.21242 0.54512 3.70616 -0.04 -0.71 -0.28
O -5.18910 2.51551 4.10300 -0.24 -0.26 0.18
H -4.46283 0.86397 2.18305 0.06 -0.01 -0.14
H -0.91758 2.06502 5.63998 -0.01 0.12 0.02
C -1.14207 4.57039 1.04206 2.13 -0.45 -0.22
C -1.12320 5.88623 1.55106 -2.32 0.23 0.09
C 0.12220 6.47058 2.23192 0.77 0.53 1.17
O 0.08788 7.60267 2.75998 -0.46 0.13 -0.57
C 1.24338 5.64066 2.37140 0.28 -1.02 -1.46
C 1.30550 4.35074 1.77992 -1.16 0.26 1.24
C 0.03841 3.82083 1.02745 -0.77 0.07 -0.09
O 0.12079 2.69128 0.45804 0.18 -0.39 -0.39
O 2.24185 3.55636 1.93489 0.58 0.10 -0.39
O -2.18709 6.54042 1.52677 0.78 0.56 -0.02
H -2.02402 4.16263 0.56807 -0.16 0.09 0.11
H 2.17710 5.97654 2.80729 -0.20 0.25 0.32
C 2.38373 -4.08315 -4.20651 0.08 0.01 0.23
C 3.26714 -4.00770 -2.96979 -0.67 -0.80 1.34
C 3.01700 -2.73015 -2.11255 1.43 -0.74 -0.21
C 1.72556 -2.08658 -2.17498 -0.10 -0.08 -0.40
N 0.67646 -1.62256 -2.17777 0.10 -0.43 -0.46
H 2.28902 -3.08930 -4.64674 0.10 -0.08 -0.23
H 1.37846 -4.37582 -3.90027 -0.03 0.01 -0.09
H 2.73709 -4.79586 -4.95131 0.05 0.04 -0.02
H 4.33746 -4.17635 -3.10511 0.05 0.79 -0.62
H 3.10471 -4.84639 -2.27735 -0.66 -0.16 -0.36
H 3.84865 -2.09607 -2.41457 -0.49 0.83 0.40
H 3.14360 -2.97042 -1.05309 0.25 0.24 0.02
C -6.06686 -3.12703 -0.85490 0.44 0.07 0.27
C -4.91834 -3.73747 -1.67067 -1.28 0.84 -0.29
C -3.54797 -3.52247 -1.04829 0.13 -0.59 0.06
C -2.99205 -2.17927 -1.09092 -0.36 -0.04 -0.31
N -2.55303 -1.12429 -1.12823 -0.07 0.09 -0.17
H -7.05208 -3.40320 -1.23014 0.05 -0.21 0.00
H -6.03252 -2.03655 -0.85425 0.18 0.00 0.02
H -5.94846 -3.44837 0.18205 -0.33 0.04 0.05
H -4.98786 -3.29146 -2.66762 0.40 -0.09 -0.06
H -5.11746 -4.80135 -1.81072 0.27 -0.09 0.17
H -2.88016 -4.19893 -1.58711 0.36 0.13 0.31
H -3.56833 -3.78715 0.01324 0.04 -0.25 -0.08
C 2.81746 -5.24818 1.52827 0.39 -1.15 -0.22
C 1.48254 -5.39491 2.23776 -0.42 1.19 0.79
C 0.21329 -5.04169 1.44274 0.41 -0.54 -0.50
C 0.12976 -3.60793 1.20116 0.10 -0.52 -0.09
N 0.16307 -2.48991 0.97598 -0.14 0.40 -0.23
H 3.61604 -5.30686 2.27014 -0.02 0.22 0.05
H 2.98908 -4.34730 0.94087 -0.40 0.22 0.19
H 2.99507 -6.12238 0.88773 -0.09 0.15 -0.23
H 1.49693 -4.67002 3.05764 -0.02 -0.21 0.19
H 1.35000 -6.37747 2.69175 0.18 -0.11 -0.14
H -0.69954 -5.39516 1.92183 0.08 0.10 0.25
H 0.25897 -5.55978 0.47751 -0.12 0.16 -0.09
C 4.58598 4.30863 -2.63929 -0.07 -0.37 -0.79
C 4.17520 4.05553 -1.20708 0.81 -0.20 0.98
C 2.69926 3.73403 -0.92698 0.63 1.19 -0.69
C 2.37330 2.40120 -1.38076 -0.31 0.48 0.48
N 2.16634 1.31116 -1.66426 0.01 -0.53 -0.75
H 4.31394 3.41361 -3.21163 -0.24 0.30 -0.31
H 5.65560 4.42905 -2.83937 0.15 -0.07 0.61
H 4.15032 5.21065 -3.07931 -0.42 -0.20 0.05
H 4.48204 4.88876 -0.56935 -0.22 0.06 0.00
H 4.73753 3.19738 -0.82351 0.14 0.07 -0.04
H 2.10250 4.52359 -1.39170 -0.41 -0.39 -0.20
H 2.50720 3.82828 0.14946 0.16 -0.69 -0.01
C -4.67583 2.17781 -1.47412 0.24 0.76 0.93
C -4.72734 1.91930 -2.96462 -0.38 -0.43 -0.55
C -3.43606 2.29594 -3.69162 1.20 0.95 0.78
C -2.25875 1.76811 -2.99145 0.01 -0.55 -0.27
N -1.34372 1.34288 -2.44999 -0.07 0.18 -0.35
H -5.57114 2.00208 -0.87460 -0.26 -0.50 -0.56
H -4.50083 3.23493 -1.24494 0.31 0.01 -0.30
H -3.87674 1.63326 -0.96780 0.02 -0.08 -0.14
H -5.54826 2.45372 -3.45041 -0.01 0.09 0.09
H -4.89759 0.86077 -3.18761 -0.08 -0.05 0.21
H -3.20282 3.36826 -3.62795 -0.64 0.12 -0.10
H -3.34348 2.04587 -4.74822 -0.37 -0.29 0.03

***

No. 3
13
Properties=species:S:1:pos:R:3:forces:R:3 method="wB97M-V/def2-TZVPD" total_charge=0 e_tot_ev=-8803.8197 spin_multiplicity=1 orbital_gap_ev=9.36 lumo_ev=0.7 relative_energy_kcal_mol=154.72 homo_energy_ha=-0.3184 smiles="CC[N@H+]([O-])C=O"
C -0.19294 1.61358 -0.93857 0.48 -0.45 -0.18
C -0.36021 0.69644 0.23420 2.32 -0.69 3.39
N 0.67172 -0.68192 0.32763 -5.47 2.74 -1.41
O -0.00219 -1.08843 -0.86840 1.54 -3.02 -2.09
C 0.10463 -2.08804 0.79579 -0.10 0.82 1.96
O -1.01298 -2.46595 1.01850 1.24 1.27 -0.50
H 0.86177 1.80190 -1.15329 -0.07 0.01 -0.02
H -0.67218 1.21888 -1.82496 0.00 -0.04 -0.12
H -0.64405 2.57730 -0.67494 -0.01 -0.21 0.06
H -1.35325 0.28211 0.37365 0.28 -0.30 -0.12
H -0.01854 1.14810 1.16576 -0.47 0.76 0.08
H 1.66336 -0.53061 0.15015 0.12 -0.17 0.32
H 0.95486 -2.48337 1.39451 0.14 -0.72 -1.36

***

No. 4
57
Properties=species:S:1:pos:R:3:forces:R:3 method="wB97M-V/def2-TZVPD" total_charge=0 e_tot_ev=-36953.7722 spin_multiplicity=1 orbital_gap_ev=9.81 lumo_ev=0.0 relative_energy_kcal_mol=34.73 homo_energy_ha=-0.3587
C -0.18675 -2.39023 -0.49683 0.39 -0.15 -0.10
N -0.18627 -1.34047 -1.51951 0.05 0.38 0.75
C -0.46131 -0.01426 -0.92779 -0.16 -0.57 -0.44
C -0.69649 0.94348 -2.08572 0.30 -0.26 -0.16
C -0.66946 2.39284 -1.76659 -0.02 0.37 0.41
O -0.80254 2.88773 -0.64650 0.14 -0.43 -0.80
H -0.02752 -3.34095 -1.00988 -0.29 -0.09 0.15
H -1.08936 -2.42842 0.12545 -0.12 -0.01 -0.26
H 0.65443 -2.27782 0.19038 0.07 0.26 0.00
H -0.93319 -1.56687 -2.17203 -0.07 0.13 0.02
H 0.41486 0.26160 -0.33244 0.00 0.17 0.02
H -1.32788 -0.03205 -0.25997 -0.05 0.00 0.10
H 0.04478 0.74983 -2.87681 -0.14 0.24 0.21
H -1.63855 0.68629 -2.58503 -0.21 0.20 0.14
H -0.50140 3.06645 -2.61484 -0.25 0.03 -0.01
H 3.30496 -2.48258 -0.22066 -0.35 -0.25 -0.19
H 2.14603 -3.07237 -1.08581 0.12 0.00 0.15
O 3.10017 -2.95108 -1.06770 0.20 0.27 -0.22
H 2.72435 -1.04014 1.60770 0.29 -0.59 -0.21
H 3.95281 -0.75375 0.78680 -0.11 -0.51 0.07
O 3.48761 -1.51887 1.21905 0.05 0.96 0.03
H 1.27374 0.80959 2.06616 0.11 -0.13 0.20
H 2.13110 0.20124 3.21132 0.31 0.17 0.33
O 1.54311 -0.03542 2.49649 -0.41 0.25 -0.40
H -3.44526 2.45720 1.05878 -0.02 0.08 -0.04
H -1.94643 2.37102 0.64338 -0.53 -0.27 0.26
O -2.60342 2.06646 1.30933 0.35 0.38 -0.25
H -2.13278 -0.65356 2.71172 -0.33 -0.03 -0.21
H -2.84136 0.49593 1.93396 -0.11 -0.41 0.17
O -2.96263 -0.44331 2.21112 0.66 0.43 0.23
H 1.56223 -0.54587 -2.05827 -0.03 -0.67 -0.18
H 2.95088 -1.10515 -2.42413 -0.17 0.05 0.12
O 2.43044 -0.28064 -2.42439 -0.01 -0.06 0.04
H -0.51279 -2.00019 3.75802 0.14 0.11 -0.12
H 0.10755 -0.67811 3.14160 -0.11 -0.49 0.23
O -0.68940 -1.07437 3.56376 -0.13 0.18 0.03
H 3.59324 0.32285 -1.09538 0.75 0.33 0.87
H 3.91127 1.50407 -0.11478 0.14 -0.43 -0.04
O 4.21630 0.60030 -0.37206 -0.56 -0.09 -0.67
H -3.50241 -1.54277 -1.61593 0.23 0.02 -0.17
H -3.54451 -2.27298 -2.98169 0.30 0.30 0.16
O -3.00380 -1.65550 -2.46508 -0.40 -0.26 -0.10
H -3.68782 -2.08851 2.33828 -0.42 -0.30 0.02
H -4.91089 -2.89631 2.83172 0.10 0.02 -0.06
O -4.20321 -2.90818 2.17806 0.16 0.15 0.10
H 0.35674 2.94158 2.29035 0.06 -0.26 -0.54
H 0.18065 2.53068 0.76373 0.13 0.04 0.60
O 0.73040 2.39775 1.57388 -0.41 0.22 0.11
H 2.14580 1.43020 -2.38199 0.32 0.37 -0.44
H 2.41264 2.84938 -3.03282 -0.01 -0.33 0.06
O 1.87844 2.37683 -2.38190 0.06 0.11 0.12
H 2.27587 2.81301 0.74079 0.31 0.14 -0.13
H 2.59047 2.87797 -0.77270 0.15 0.14 0.41
O 3.01068 2.94138 0.11375 -0.34 0.18 -0.23
H -3.69121 -0.82325 0.60301 -0.16 -0.04 -0.59
H -4.50447 -2.02341 0.40484 -0.23 -0.22 -0.20
O -4.23951 -1.24013 -0.10377 0.28 0.17 0.64

***

No. 5
6
Properties=species:S:1:pos:R:3:forces:R:3 method="wB97M-V/def2-TZVPD" total_charge=0 e_tot_ev=-17467.2940 spin_multiplicity=1 orbital_gap_ev="6.90 / 8.18" lumo_ev="-1.2 / -1.0" relative_energy_kcal_mol=112.56 homo_energy_ha="-0.2991 / -0.3358"
C -1.25178 0.31105 -0.08412 1.71 1.26 0.55
N 1.05467 -0.59728 0.05647 -2.20 0.73 -0.27
O 1.55165 0.49064 0.00884 1.28 -0.92 0.05
O 1.47764 -1.70844 -0.01792 0.75 0.08 0.06
S -0.67240 1.73934 -0.00656 -1.18 -0.77 -0.22
H -2.15978 -0.23531 0.04329 -0.35 -0.38 -0.17

***

No. 6
99
Properties=species:S:1:pos:R:3:forces:R:3 method="wB97M-V/def2-TZVPD" s2=0.76 total_charge=+1 e_tot_ev=-46395.4122 spin_multiplicity=2 orbital_gap_ev="9.72 / 2.84" lumo_ev="-1.7 / -8.6" relative_energy_kcal_mol=0.00 homo_energy_ha="-0.4204 / -0.4204"
C -21.65297 15.32994 4.17250 -0.56 -0.04 -0.27
C -20.82716 14.80159 5.34684 -0.48 1.45 -1.04
O -19.45539 14.93134 4.98171 0.00 -1.60 0.71
H -22.72475 15.30338 4.36926 -0.05 0.30 0.27
H -21.56255 14.77702 3.23751 0.45 -0.54 0.24
H -21.34538 16.33347 3.87852 -0.11 0.25 0.38
H -21.18258 13.80263 5.59954 0.87 -0.28 -0.11
H -20.97573 15.43305 6.22278 -0.33 0.01 0.18
H -19.26490 15.85546 4.80473 0.25 0.61 -0.13
C -13.01462 9.93112 9.73576 0.15 0.72 0.55
C -14.26375 10.55089 10.40820 -0.04 0.48 -0.80
O -14.60396 11.86043 9.85199 0.50 -0.57 0.46
H -12.18496 10.62851 9.85157 0.09 0.14 0.18
H -13.06439 9.77014 8.65886 -0.63 -0.07 0.02
H -12.68320 9.00380 10.20303 -0.29 -0.06 0.08
H -14.14958 10.75761 11.47230 0.33 -0.35 -0.05
H -15.15272 9.93346 10.27927 0.10 -0.25 0.09
H -14.98645 11.66825 8.99271 -0.24 0.04 -0.62
C -15.06814 18.54776 5.12644 0.31 -0.07 -0.21
C -14.87898 17.58464 3.97370 0.59 -0.95 1.21
O -16.05524 17.48918 3.24069 -0.40 0.41 -1.53
H -15.89249 18.24628 5.77270 -0.03 -0.11 -0.05
H -15.30815 19.53063 4.72089 0.21 0.16 0.21
H -14.15285 18.55669 5.71825 0.02 0.34 0.04
H -14.73762 16.56289 4.32606 0.55 0.01 0.42
H -14.02673 17.81498 3.33441 0.03 0.28 0.07
H -15.83824 17.83984 2.37376 -0.67 -0.06 -0.26
C -18.88925 19.09698 2.90627 -0.63 0.07 0.66
C -18.85902 18.81282 4.42373 0.70 0.93 -1.91
O -18.32353 17.50801 4.56946 -1.47 0.00 1.67
H -17.91256 19.17788 2.42912 -0.02 0.10 0.21
H -19.48099 19.99750 2.74197 0.13 0.08 -0.33
H -19.41283 18.24110 2.48032 -0.04 0.12 -0.30
H -19.87171 19.01997 4.76965 -0.13 -1.20 0.40
H -18.28277 19.58429 4.93448 0.50 -0.13 0.20
H -17.44256 17.51474 4.18808 0.29 -0.02 -0.54
C -13.91803 11.44175 5.96214 -0.78 -0.62 0.24
C -15.03089 10.41196 6.26818 1.26 0.43 -1.53
O -15.73779 10.81396 7.39287 -0.60 0.56 1.23
H -13.32401 11.59260 6.86352 0.19 0.09 -0.12
H -14.36107 12.38248 5.63529 -0.03 0.10 0.20
H -13.30463 11.08440 5.13500 0.14 -0.08 0.15
H -14.59852 9.42303 6.42046 0.08 -0.13 -0.06
H -15.68906 10.39289 5.39954 -0.12 -0.26 -0.10
H -16.48024 10.21780 7.51523 -0.14 0.01 0.09
C -11.78974 15.04585 12.13803 -0.26 0.52 1.08
C -13.09234 14.29538 11.81718 1.72 0.86 -0.09
O -12.88256 13.92273 10.46030 -0.32 0.08 0.16
H -11.64249 15.97294 11.58403 0.00 -0.34 -0.70
H -10.94706 14.36464 12.02001 -0.02 0.16 -0.27
H -11.70418 15.45601 13.14428 -0.40 -0.47 0.41
H -14.00044 14.89428 11.88617 -0.05 0.09 0.30
H -13.13219 13.43357 12.48337 -0.35 -0.15 -0.11
H -13.57468 13.30036 10.22530 -0.49 -0.79 -0.61
C -16.32828 12.59970 3.18047 0.78 0.88 -1.90
C -17.57302 12.32599 3.94244 -0.30 0.63 0.95
O -18.70883 12.94231 3.34409 0.64 -1.24 -0.53
H -16.45487 12.41121 2.11438 -0.20 -0.48 -0.10
H -15.38473 12.12537 3.45032 -0.27 -0.30 0.50
H -16.14432 13.67367 3.15123 0.06 0.24 0.38
H -17.41877 12.81086 4.90639 -0.14 -0.24 0.51
H -17.70574 11.26055 4.13036 -0.35 -0.15 -0.22
H -19.01980 13.62329 3.94507 -0.09 0.56 0.23
C -13.08521 18.48722 8.65988 0.39 0.71 -0.80
C -13.00890 17.49015 9.83142 -0.41 0.37 1.21
O -14.26899 17.29508 10.44087 2.23 0.83 0.30
H -13.19146 19.51560 9.00518 -0.57 -0.20 0.36
H -13.83096 18.24475 7.90280 -0.05 -0.11 0.28
H -12.10545 18.52357 8.18359 0.12 -0.56 -0.03
H -12.30884 17.85450 10.58326 -0.33 0.27 0.08
H -12.61460 16.54191 9.46607 -0.10 -0.70 -0.58
H -14.74851 16.65596 9.90871 -1.61 -1.07 -1.28
C -11.58584 14.12129 6.99570 -0.55 -0.68 -0.15
C -10.62884 13.82399 8.16845 0.08 1.53 -1.01
O -10.81747 14.88400 9.10418 0.77 -0.03 -0.25
H -11.42826 13.47034 6.13573 0.09 -0.27 0.12
H -11.62809 15.12922 6.58293 0.67 0.21 0.45
H -12.59040 13.93532 7.37566 -0.17 -0.14 -0.11
H -9.58313 13.88604 7.86720 -0.05 -0.12 -0.05
H -10.83635 12.83561 8.57850 -0.12 0.08 0.24
H -11.60096 14.65176 9.60796 -0.72 -0.42 0.69
C -16.18181 15.15616 6.36699 0.74 -0.52 0.34
C -15.26359 15.15637 7.61194 -0.31 0.15 -2.07
O -15.87994 15.84370 8.64149 0.75 0.71 1.51
H -17.01389 14.46588 6.50574 -0.19 0.28 0.11
H -15.62606 14.74563 5.52396 0.05 0.15 -0.21
H -16.55157 16.15573 6.13834 -0.03 -0.12 0.01
H -14.35764 15.72494 7.40203 0.31 -0.22 -0.18
H -15.00865 14.12210 7.84305 0.15 -0.12 0.36
H -16.76962 15.50021 8.75143 -0.89 0.01 0.45
C -17.94149 12.92646 9.05401 -0.63 0.15 0.43
C -19.01921 13.99250 9.47295 1.24 -1.88 -1.03
O -18.42495 15.24798 9.22905 -0.07 0.59 0.25
H -18.27652 11.88947 9.07654 -0.60 0.09 0.18
H -17.08457 12.91737 9.72760 0.13 0.42 -0.07
H -17.62634 13.06721 8.02010 0.09 0.33 0.08
H -19.29397 13.88263 10.52202 -0.15 -0.04 -0.05
H -19.86514 13.89126 8.79305 -0.31 -0.17 0.30
H -19.11134 15.90102 9.38397 0.17 0.39 -0.09

***

What did the first record say?
18
Properties=species:S:1:pos:R:3:forces:R:3 method="wB97M-V/def2-TZVPD" total_charge=+1 e_tot_ev=-8332.6440 spin_multiplicity=1 orbital_gap_ev=10.85 lumo_ev=-3.0 relative_energy_kcal_mol=103.20 homo_energy_ha=-0.5090 smiles=C[C@H]1[NH2+][C@@]12CN2C
C -1.17281 1.85378 1.08614 1.06 -1.56 1.51
C -0.54462 0.43281 1.05080 -1.52 2.07 -0.30
N -1.38379 -0.67512 0.33801 0.48 2.52 0.02
C -0.07834 -0.20671 -0.12010 0.53 -0.17 -5.29
C 0.43016 0.09832 -1.69230 -3.74 -4.03 1.70
N 0.72226 -1.05406 -0.82748 -0.37 0.65 -1.81
C 2.01833 -1.43957 -0.47820 -0.20 -1.24 1.20
H -1.54725 2.24816 0.20697 -0.81 0.16 -2.10
H -0.58253 2.64378 1.48558 1.77 0.21 0.03
H -1.89147 1.92020 1.85907 -1.46 -0.66 0.58
H -0.33434 -0.00640 1.96056 1.02 -0.36 2.04
H -1.39991 -1.54454 0.77444 -0.36 -1.81 0.79
H -2.16082 -0.33082 -0.14862 -1.54 0.10 -0.71
H -0.09668 -0.21573 -2.66096 0.38 1.02 1.77
H 1.01053 0.93052 -1.63314 2.05 2.14 -0.21
H 2.64320 -0.63939 -0.60099 1.95 2.44 1.04
H 1.82797 -1.88339 0.48204 1.24 -0.03 0.84
H 2.54011 -2.13185 -1.08183 -0.49 -1.44 -1.10